138
Properties=species:S:1:pos:R:3:forces:R:3 method="wB97M-V/def2-TZVPD" lumo_ev=1.15 total_charge=-2
In -31.921910 24.280940 30.432660 3.189 0.182 1.226
In -27.599360 23.647110 30.886710 -1.986 0.730 -0.351
Na -29.358630 27.471540 29.367560 -0.106 -0.606 0.146
P -29.312600 24.752000 28.039740 -0.331 -1.144 0.553
O -29.148150 24.346810 26.578050 -0.841 0.582 0.035
O -30.517340 25.710070 28.429930 -0.332 0.109 -0.561
O -28.005820 25.342400 28.560660 0.902 1.113 0.585
O -29.595860 23.512710 28.962130 -1.083 -0.787 1.033
P -30.247880 26.938530 32.109150 2.283 1.314 0.585
O -29.710010 27.167230 33.572510 -0.240 -0.813 -2.333
O -31.748510 26.702750 32.146990 -2.793 -1.399 -0.921
O -29.696460 25.661330 31.285820 -0.318 2.134 0.830
O -30.125820 28.387150 31.379180 0.620 -2.836 0.336
P -30.220240 22.505290 33.115010 0.873 0.621 1.007
O -31.443440 23.464350 33.043660 -0.735 0.736 -0.578
O -30.057550 22.307910 31.576800 -0.069 -0.763 -1.431
O -30.621740 21.313200 33.992260 0.878 1.053 -1.052
O -28.848600 23.210810 33.423680 -1.211 -0.956 0.528
C -35.437160 23.803950 28.185660 0.765 0.127 0.290
O -34.024200 23.654140 28.315840 -0.266 -0.004 -1.298
C -33.362880 23.934670 27.031430 0.211 0.638 1.054
C -33.409900 25.445430 26.686100 0.191 -0.291 0.583
N -33.119760 26.212340 27.920210 -1.283 0.541 -1.336
C -33.071980 27.657050 27.621370 0.076 -0.142 2.042
C -34.464070 28.268400 27.846060 0.408 -1.271 -0.930
O -34.614390 29.463570 27.112100 -0.143 -0.953 0.191
C -35.927090 29.891750 27.174980 -0.524 1.963 0.097
H -35.649810 24.863220 28.041310 -0.376 0.054 -0.260
H -35.964710 23.473930 29.080580 0.409 0.015 0.241
H -35.790420 23.166630 27.375030 -0.126 0.181 -0.367
H -33.780380 23.356300 26.207250 -0.265 -0.279 0.121
H -32.338420 23.604030 27.202450 0.105 0.092 -0.071
H -34.326030 25.675870 26.142300 -0.582 0.311 0.608
H -32.655250 25.763390 25.966730 0.481 -0.693 -0.363
H -32.152740 25.951490 28.050370 0.960 -0.058 0.581
H -32.540580 27.895840 26.700130 -0.672 0.071 -0.641
H -32.408210 28.083350 28.373550 0.083 0.072 0.216
H -34.782690 28.306550 28.887750 0.760 0.843 0.552
H -35.198970 27.524440 27.538580 -0.238 -0.221 -0.921
H -36.081070 30.493030 28.071000 -0.047 0.133 0.425
H -36.752230 29.179680 27.189410 0.384 -0.765 -0.330
H -36.075200 30.588670 26.350080 -0.150 -0.083 -0.195
C -27.645800 18.437640 24.758080 -1.314 0.335 0.310
O -28.988620 18.980350 24.678600 1.637 -1.513 0.594
C -29.187570 20.219240 24.065890 -2.436 0.015 0.267
C -29.265260 21.372300 25.025490 2.770 0.055 1.375
N -29.358570 22.609340 24.386760 0.461 0.149 -3.015
C -30.602140 22.786360 23.623640 1.214 2.470 2.650
C -30.710570 24.352580 23.519730 -0.022 -1.301 -0.003
O -30.233590 24.859630 22.276920 -2.607 -0.535 0.480
C -28.959800 25.374940 22.349310 0.102 0.649 -0.864
H -27.678000 17.595750 25.449650 -0.307 -0.066 -0.033
H -26.926110 19.120590 25.209450 0.069 0.351 -0.422
H -27.357820 18.040740 23.784610 0.343 0.283 -0.142
H -30.212740 20.103950 23.714000 -0.152 -0.031 -0.692
H -28.576880 20.452440 23.193670 0.498 -0.032 0.160
H -28.281280 21.411720 25.492750 0.448 -0.160 0.342
H -29.880470 21.427900 25.923560 -1.037 -1.355 -0.090
H -29.254520 23.310550 25.106190 -0.170 0.672 0.289
H -31.355660 22.534430 24.369850 -1.048 -0.534 -0.367
H -30.713150 22.225890 22.695390 0.198 0.208 -0.002
H -30.186150 24.887130 24.311780 0.489 -0.618 0.311
H -31.736190 24.513490 23.851870 -0.646 0.942 -1.418
H -28.877680 26.155520 23.105660 0.276 -0.192 0.459
H -28.915370 25.898590 21.394360 0.889 -0.033 -0.202
H -28.236650 24.565250 22.447080 0.397 0.282 0.167
C -26.679190 26.224890 33.657130 -0.238 -0.480 0.493
O -26.286900 25.938840 32.333030 0.469 1.082 -0.464
C -26.021310 27.145590 31.616250 0.639 -1.881 -1.648
C -25.032730 26.788700 30.422230 -1.012 -0.853 0.591
N -25.465320 25.600930 29.636430 1.715 0.648 0.580
C -24.378840 25.135050 28.773330 -1.767 0.314 -1.194
C -24.931560 23.951530 27.883540 2.355 0.496 3.192
O -25.165460 22.859170 28.925930 -0.246 1.698 -2.110
C -24.374750 21.776240 28.615590 0.586 -1.499 -0.109
H -27.284830 25.359350 33.925740 0.185 0.094 0.649
H -27.282770 27.114100 33.839040 -0.402 0.014 -0.777
H -25.778220 26.392300 34.247330 0.260 -0.468 0.431
H -25.584090 27.910050 32.258530 0.012 0.111 0.034
H -26.997470 27.434770 31.226910 0.018 0.662 -0.147
H -24.044200 26.497990 30.777770 -0.006 -0.003 0.682
H -24.807810 27.677780 29.833120 -0.396 0.395 -0.447
H -26.259730 25.716600 29.023550 -0.910 0.302 0.226
H -23.414550 25.034930 29.271530 -0.238 -1.179 0.600
H -24.066310 25.904720 28.067620 -0.259 0.679 -0.703
H -24.055760 23.762210 27.262870 -0.047 -0.974 -0.147
H -25.728960 24.258650 27.206830 -0.723 -0.446 0.774
H -24.450080 20.930460 29.299020 -1.039 0.121 0.412
H -23.300390 21.924910 28.723960 0.442 0.812 -0.498
H -24.610410 21.383470 27.626510 0.191 -0.073 -0.260
C -28.707650 32.290000 26.865620 0.322 -0.142 0.727
O -29.260280 31.425190 27.841160 1.380 -1.908 1.431
C -28.357690 30.812330 28.917930 -0.615 0.748 0.348
C -27.349780 29.797010 28.447470 1.381 1.152 -0.395
N -28.019980 28.829250 27.675390 0.022 -0.285 -1.121
C -27.193110 27.834880 27.057750 -0.227 -3.302 -1.429
C -26.471390 28.049540 25.716840 0.206 0.617 0.566
O -25.444050 28.993510 25.959910 1.269 1.542 -0.662
C -24.843830 29.574990 24.780110 -0.937 -0.520 0.745
H -28.614850 33.256470 27.361010 0.030 0.477 -0.567
H -29.345630 32.287190 25.981830 -0.521 0.279 0.353
H -27.743190 32.025790 26.431920 0.458 -0.420 0.465
H -28.962680 30.318460 29.678320 -1.058 -0.145 -0.681
H -27.904630 31.546490 29.584150 0.340 0.796 -0.675
H -26.757270 29.248010 29.179350 -0.665 0.238 1.093
H -26.506280 30.244240 27.921560 -0.001 0.599 -0.618
H -28.404880 29.288960 26.862610 -0.840 0.326 0.149
H -27.918490 27.028610 26.948810 0.031 -0.396 -1.012
H -26.532160 27.191390 27.638420 0.325 1.060 1.001
H -27.105080 28.379110 24.893480 -0.446 0.322 -0.022
H -25.967430 27.154980 25.350940 -0.358 -0.605 0.232
H -25.572870 30.208650 24.275070 -0.238 -0.019 -0.229
H -24.513440 28.795240 24.093870 0.115 -0.101 -0.113
H -24.008370 30.229440 25.028700 0.029 -0.305 0.436
C -35.187850 25.918630 31.269090 0.904 1.450 0.056
O -34.635310 24.635700 31.135070 -0.841 -0.195 -0.261
C -35.191980 23.805700 32.134130 0.974 0.696 1.259
C -34.963210 22.380230 31.884810 1.147 -1.079 -1.672
N -33.520500 22.075330 31.594600 -1.511 -1.364 0.960
C -33.325630 20.626540 31.160060 0.992 2.173 0.078
C -33.692680 20.522940 29.718330 0.998 0.370 0.567
O -32.772300 21.327530 28.961130 -0.427 -1.416 -0.816
C -31.573660 20.628380 28.596120 0.595 0.329 -0.229
H -35.104720 26.294210 32.288960 -0.017 -0.242 0.347
H -36.230470 26.014120 30.965890 -0.163 -0.416 -0.254
H -34.566850 26.618800 30.710330 -0.086 -0.172 -0.345
H -34.679570 24.061570 33.061520 0.168 0.130 0.356
H -36.243510 23.979350 32.362690 -0.349 0.269 -0.613
H -35.405600 21.845690 32.725430 0.202 -0.425 0.133
H -35.460330 22.077370 30.963260 -0.512 0.017 0.122
H -33.040740 22.084260 32.483330 0.578 0.742 0.331
H -32.243740 20.573440 31.281620 0.081 -0.732 0.015
H -33.826080 19.829740 31.710300 -0.236 0.328 0.638
H -33.684510 19.450160 29.525510 0.084 -0.053 -0.944
H -34.714590 20.900810 29.686260 0.040 0.117 -1.009
H -31.641930 19.751770 27.951940 -1.137 -0.670 0.364
H -30.971160 20.401340 29.475640 0.088 0.035 0.001
H -30.975990 21.220570 27.903160 -0.075 0.933 0.653

117
Properties=species:S:1:pos:R:3:forces:R:3 method="wB97M-V/def2-TZVPD" lumo_ev=0.44 relative_energy_kcal_mol=0.00
In -0.400021 -0.031550 0.236342 -0.092 -0.006 0.107
C -3.530654 -0.631131 -4.220941 0.001 0.002 -0.002
C -2.252273 -0.910012 -3.505099 -0.013 0.003 0.015
C -1.306138 -1.867003 -3.790806 0.015 0.012 -0.016
C -0.297796 -1.719339 -2.831797 0.043 0.023 0.028
N -0.633613 -0.730458 -1.991040 -0.001 -0.063 -0.025
N -1.828094 -0.228307 -2.428344 0.016 0.025 0.008
B -2.477966 1.043315 -1.855884 0.037 0.016 -0.047
N -3.268079 0.738204 -0.571676 -0.013 0.058 0.026
N -2.664557 0.277805 0.559646 0.023 -0.057 -0.073
C -3.637959 0.120210 1.477648 -0.015 -0.018 0.029
C -4.858777 0.494859 0.915940 0.007 -0.001 0.000
C -4.585318 0.881140 -0.379145 0.006 -0.018 -0.002
C -5.542331 1.371952 -1.414294 -0.004 0.001 0.000
C -3.459268 -0.387512 2.892264 0.004 -0.012 -0.011
C -2.536158 0.553093 3.666528 -0.021 0.014 0.025
C -4.810924 -0.421229 3.611033 -0.002 -0.007 -0.005
C -2.902515 -1.812073 2.861031 0.024 0.007 -0.005
N -1.414462 2.128847 -1.605385 -0.009 -0.053 -0.088
N -0.169683 1.875752 -1.097190 -0.077 0.088 0.055
C 0.520682 3.021051 -1.178382 0.038 0.004 0.010
C -0.297294 4.012673 -1.731193 -0.009 0.010 0.023
C -1.509576 3.414299 -1.983278 -0.022 -0.009 0.028
C -2.741258 4.023413 -2.563361 -0.001 -0.005 -0.010
C 1.988768 3.203347 -0.848329 0.021 0.007 -0.022
C 2.790743 2.043950 -1.434900 0.041 -0.056 -0.014
C 2.251399 3.283553 0.657089 0.090 -0.023 -0.028
C 2.480409 4.507112 -1.489407 0.002 0.003 0.016
C 1.039208 -2.435784 -2.873484 -0.036 -0.030 -0.002
C 1.037989 -3.432535 -4.036684 -0.004 -0.008 0.002
C 2.134603 -1.395302 -3.126356 0.017 -0.011 -0.028
C 1.364811 -3.197250 -1.591674 -0.052 0.022 0.008
H -3.634323 -1.329093 -5.049594 -0.001 -0.001 0.001
H -3.559684 0.383583 -4.617814 -0.001 -0.001 -0.002
H -4.390262 -0.758413 -3.562078 0.004 -0.002 0.000
H -1.339354 -2.564821 -4.607828 -0.004 0.001 0.008
H -3.256122 1.457912 -2.656499 -0.005 -0.003 0.002
H -5.824937 0.487041 1.386969 0.000 0.002 0.006
H -6.542357 1.400370 -0.985559 0.000 0.001 0.000
H -5.563336 0.720626 -2.287396 0.000 0.002 0.001
H -5.287980 2.374002 -1.758259 -0.002 -0.002 0.001
H -2.995483 1.536381 3.782677 -0.005 0.003 0.002
H -1.600924 0.698192 3.142639 0.074 0.012 -0.026
H -2.328907 0.147221 4.659368 0.003 0.003 -0.001
H -5.262095 0.570761 3.667545 0.001 0.000 0.002
H -4.658894 -0.778457 4.630999 0.000 -0.002 0.000
H -5.511758 -1.098848 3.120538 0.001 0.002 -0.002
H -1.978190 -1.858692 2.296786 -0.113 0.029 0.041
H -3.607869 -2.491806 2.379578 0.000 -0.001 -0.001
H -2.716074 -2.167588 3.876872 0.003 0.001 0.006
H -0.041515 5.035994 -1.938835 0.009 -0.005 -0.007
H -2.564368 5.081790 -2.745314 0.000 0.000 0.000
H -3.586623 3.933330 -1.880105 0.007 0.002 -0.001
H -3.020184 3.552389 -3.506083 -0.003 0.002 0.000
H 2.522924 1.104547 -0.953534 0.008 -0.054 -0.002
H 3.855208 2.218344 -1.253972 0.017 -0.034 -0.004
H 2.631742 1.951055 -2.511780 -0.005 0.006 -0.005
H 2.154723 2.304732 1.114441 0.094 0.117 -0.080
H 1.558925 3.955172 1.163766 0.017 -0.021 -0.003
H 3.272782 3.637072 0.823243 0.004 0.018 -0.011
H 2.294767 4.524291 -2.564746 -0.002 -0.001 -0.005
H 3.555777 4.597730 -1.327423 -0.002 0.000 0.000
H 2.004501 5.379857 -1.038887 0.001 0.000 -0.002
H 0.856061 -2.939187 -4.993053 0.019 -0.008 -0.003
H 0.285921 -4.211085 -3.895388 -0.006 0.011 0.000
H 2.014423 -3.916946 -4.088803 0.000 -0.001 -0.004
H 1.929617 -0.814522 -4.028813 0.001 -0.002 0.007
H 3.094848 -1.902866 -3.250040 -0.025 0.012 -0.011
H 2.219724 -0.715630 -2.280983 -0.017 0.066 0.036
H 0.555571 -3.856433 -1.281602 -0.010 -0.028 -0.025
H 1.569440 -2.500246 -0.783472 0.015 0.021 0.032
H 2.265397 -3.795886 -1.759867 0.015 0.018 0.003
O 1.831380 -2.288909 5.688093 -0.006 -0.003 -0.012
C 1.365534 -1.762946 4.532627 0.009 -0.005 0.005
C 1.325263 -0.390605 4.301884 0.027 0.012 -0.004
C 0.827230 0.042706 3.092222 0.052 0.014 -0.025
N 0.413940 -0.807832 2.169026 0.016 -0.013 -0.009
C 0.440095 -2.116880 2.378577 0.010 -0.008 0.003
C 0.904433 -2.647768 3.560299 0.000 0.003 0.018
C -0.164880 -2.936929 1.246824 0.046 0.003 -0.058
O -0.103828 -4.153590 1.311186 -0.022 0.005 0.002
O -0.708494 -2.223475 0.330935 0.049 -0.011 -0.024
C 0.641389 1.509210 2.721449 -0.188 -0.049 0.162
O 1.055492 2.358724 3.494229 0.016 -0.019 -0.023
O 0.022974 1.679790 1.614636 -0.062 -0.096 0.004
H 2.084693 -1.579704 6.289672 0.003 0.004 0.005
H 1.647742 0.341882 5.031630 0.000 -0.003 0.001
H 0.885169 -3.715288 3.726004 -0.010 0.006 0.003
C 4.595050 -2.760517 3.148604 -0.006 0.005 -0.006
N 3.895628 -2.627012 1.887835 0.036 0.014 0.006
C 3.252866 -3.850742 1.430291 -0.002 -0.003 0.001
P 4.031630 -1.329307 0.868530 -0.043 -0.071 0.059
O 2.724027 -0.798101 0.405625 0.010 0.080 -0.003
N 4.916660 -0.171308 1.655384 0.020 0.018 -0.024
C 4.299081 0.784849 2.554750 -0.006 -0.001 -0.025
C 6.361768 -0.215300 1.749194 0.015 -0.022 0.023
N 4.977038 -1.862727 -0.385847 -0.042 -0.007 -0.002
C 5.917217 -2.962625 -0.303176 0.008 0.005 -0.003
C 5.223436 -0.962418 -1.498743 0.029 0.001 -0.021
H 3.910964 -3.141363 3.912158 -0.001 -0.004 0.001
H 4.974230 -1.798187 3.484410 -0.001 -0.010 0.004
H 5.436886 -3.462010 3.075236 0.004 0.003 0.003
H 2.494577 -4.182102 2.141381 0.039 -0.006 -0.030
H 3.985422 -4.657533 1.307808 0.012 0.002 -0.007
H 2.757593 -3.686070 0.477391 0.010 -0.008 0.020
H 3.230189 0.815412 2.386608 -0.070 0.017 -0.017
H 4.699399 1.785385 2.375386 0.005 0.004 -0.003
H 4.481774 0.526386 3.606073 0.000 0.005 0.003
H 6.770269 -1.003496 1.121185 -0.003 0.024 -0.007
H 6.687499 -0.400734 2.779835 0.014 -0.009 0.000
H 6.793151 0.738201 1.430234 -0.011 0.004 0.009
H 5.832938 -3.476031 0.651028 -0.019 -0.011 0.010
H 6.948851 -2.604537 -0.407239 0.005 -0.009 0.002
H 5.734751 -3.687024 -1.102459 -0.002 0.009 -0.005
H 4.424765 -0.230168 -1.570584 -0.044 0.047 0.004
H 5.257926 -1.523651 -2.435383 0.000 0.000 0.010
H 6.179648 -0.436243 -1.380800 0.000 0.001 -0.005

Strongest force on any atom, record by record: 3.998 0.253 eV/A
Orbital gap, record by record: 3.39 9.25 eV